(1)
DFT (ωB97M-V/def2-TZVPD) results for a cluster of 2 separate species, C11H11BCl3F7N3O4S in total in a non-equilibrium geometry.

Summary:
Gap between HOMO and LUMO, eV: 7.531
Net charge: +1
2S+1: 1
HOMO, eV: -13.5

Each line ends with the natural charge from an NBO analysis.
Geometry (Å):
N  0.5657  4.3931  1.7388  -1.060
B  0.1286  4.0911  0.3960  1.029
O  -0.6916  4.9289  -0.3322  -0.825
C  0.5365  2.6932  -0.3768  -0.065
N  1.4318  2.9200  -1.3374  -0.120
N  1.7683  1.7801  -1.9053  -0.210
C  1.3693  0.5646  -1.6498  0.074
C  0.3913  0.2802  -0.6514  0.113
C  -0.0268  -1.1548  -0.4717  -0.511
C  0.4823  -1.6675  0.9837  0.092
C  1.8534  -2.4622  0.9253  -0.177
O  1.6478  -1.0209  1.4653  -0.530
C  -0.0563  1.4673  0.0249  -0.254
S  -1.2794  1.2719  1.3437  2.050
O  -0.5977  0.5947  2.4145  -0.864
O  -1.8283  2.4868  1.8763  -0.857
C  -2.7468  0.1942  0.9097  0.434
F  -3.7031  0.5807  1.7727  -0.268
F  -2.5586  -1.1010  1.2202  -0.288
C  -3.3716  0.4108  -0.5030  0.538
F  -2.4803  0.4179  -1.5243  -0.310
F  -3.9108  1.6557  -0.4745  -0.286
C  -4.5523  -0.5800  -0.8867  0.932
F  -5.4593  0.1346  -1.5517  -0.285
F  -5.1130  -1.1866  0.1348  -0.276
F  -4.0552  -1.4690  -1.7641  -0.304
H  -0.2340  4.2440  2.3642  0.426
H  1.2244  3.6531  1.9994  0.375
H  -1.0944  4.4240  -1.0556  0.489
H  2.4504  1.8896  -2.6628  0.445
H  1.7971  -0.2703  -2.2202  0.258
H  -1.0902  -1.3979  -0.5706  0.269
H  0.6127  -1.7888  -1.1133  0.255
H  -0.2772  -2.0235  1.7104  0.234
H  2.0865  -2.8545  1.9241  0.240
H  2.6133  -2.1634  0.1899  0.224
C  4.9120  -4.8244  -0.5470  -0.280
Cl  5.7895  -4.4704  0.9395  0.041
Cl  3.7575  -6.1328  -0.2960  0.039
Cl  4.0826  -3.3713  -1.1386  -0.024
H  5.6258  -5.1370  -1.3004  0.239

Forces on the atoms, in the same order (eV/Å):
-0.161 -1.690 -0.894
-0.778 0.764 -0.069
0.330 -1.185 0.506
-1.020 2.332 1.911
-0.979 -1.915 0.781
1.559 0.137 -1.617
-0.869 -1.418 0.888
-0.485 1.655 0.048
1.471 -0.818 1.970
2.530 -0.893 -1.035
-1.289 4.150 2.309
-1.998 -0.215 -0.528
0.990 -2.295 -2.435
0.973 1.110 4.550
0.289 -1.214 -1.403
-0.413 0.487 -2.356
-1.880 -0.685 -0.123
0.598 0.518 -0.158
0.891 0.351 -0.771
-1.000 0.752 -0.247
0.202 -0.242 0.616
0.495 -0.360 0.209
0.294 0.329 -1.331
-0.003 -0.186 0.384
0.170 0.010 0.069
-0.074 -0.223 0.666
0.240 0.766 0.003
0.025 0.507 0.349
0.040 0.633 -0.017
-0.151 0.069 0.249
-0.073 0.647 0.064
0.414 0.294 -0.296
-0.857 0.459 -0.234
0.634 0.490 -0.529
0.273 -1.324 -1.176
-0.825 -1.552 0.073
0.073 -0.253 0.262
-0.046 0.025 -0.122
0.046 0.101 -0.064
0.432 -0.190 -0.506
-0.067 0.072 0.006


(2)
DFT (ωB97M-V/def2-TZVPD) results for a structure of composition C11H11CdN3OS2Se in a non-equilibrium geometry.

Summary:
Gap between HOMO and LUMO, eV: 8.267
Relative energy (zero: lowest compared OMol25 entry of this formula, charge and spin), eV: 0.085
2S+1: 1
HOMO, eV: -8.0

Each line ends with the natural charge from an NBO analysis.
Geometry (Å):
Cd  0.9844  -0.3281  -2.6345  1.579
S  -1.1618  0.4924  -3.6223  -0.326
C  -0.9614  1.4985  -2.2539  -0.099
N  0.1336  1.4436  -1.5307  -0.687
C  0.1186  2.3269  -0.4686  0.196
C  1.1482  2.5068  0.4523  -0.238
C  0.9822  3.4447  1.4530  -0.204
C  -0.1892  4.1990  1.5429  -0.220
C  -1.2176  4.0320  0.6314  -0.201
C  -1.0534  3.0900  -0.3738  -0.253
S  -2.1330  2.6562  -1.6816  0.409
H  2.0457  1.9064  0.3568  0.237
H  1.7715  3.6049  2.1755  0.221
H  -0.2963  4.9283  2.3352  0.217
H  -2.1285  4.6127  0.6975  0.221
C  -2.0881  -2.9281  0.1415  -0.417
N  -0.6862  -3.1600  0.4748  -0.398
C  -0.3076  -3.9931  1.6122  -0.412
C  0.2408  -2.5800  -0.2765  0.552
O  -0.0306  -1.8604  -1.2400  -0.744
H  -2.7185  -3.5360  0.7819  0.207
H  -2.2720  -3.1845  -0.9013  0.224
H  -2.3433  -1.8758  0.2725  0.219
H  -1.2010  -4.4154  2.0590  0.218
H  0.2143  -3.4112  2.3728  0.213
H  0.3382  -4.8133  1.2978  0.212
H  1.2772  -2.7781  0.0274  0.149
Se  4.8556  -0.4707  -0.0764  -0.170
C  3.7232  -0.6427  -1.3708  0.134
N  2.9551  -0.7650  -2.2540  -0.842

Forces on the atoms, in the same order (eV/Å):
-0.240 -0.228 -0.171
-0.014 -0.196 -0.340
-0.022 0.377 0.374
-0.285 0.260 0.081
-0.088 0.192 0.130
-0.022 -0.138 -0.097
0.036 -0.012 -0.009
-0.086 0.060 0.016
-0.056 -0.012 0.010
0.054 -0.126 -0.185
0.155 -0.045 0.068
0.042 0.069 0.085
0.007 -0.028 -0.010
0.005 -0.007 -0.008
0.037 0.034 0.032
0.020 0.112 -0.105
-0.179 -0.100 0.019
0.214 0.029 0.015
0.233 0.062 0.076
-0.181 -0.077 -0.021
0.023 -0.030 0.033
0.000 -0.006 0.018
-0.001 -0.014 0.015
-0.043 0.000 -0.018
-0.039 0.006 -0.002
-0.029 0.005 -0.003
0.004 -0.009 -0.020
0.699 0.093 0.840
-0.803 -0.120 -0.921
0.559 -0.149 0.098


(3)
DFT (ωB97M-V/def2-TZVPD) results for a cluster of 2 separate species, C11H11Cl2N in total in a non-equilibrium geometry.

Summary:
Gap between HOMO and LUMO (spin up / spin down), eV: 6.298 / 5.566
2S+1: 3
HOMO (spin up / spin down), eV: -5.6 / -9.0

Each line ends with the natural charge from an NBO analysis.
Geometry (Å):
C  -3.6562  1.5784  0.7343  -0.150
C  -3.4165  1.8314  -0.6268  -0.213
C  -2.7959  0.6772  1.3602  -0.192
C  -2.4401  1.1438  -1.2901  -0.205
C  -1.7175  0.0896  0.7426  -0.184
C  -1.5664  0.2986  -0.5896  -0.068
C  -0.2983  -0.1408  -1.1381  0.236
C  1.9005  1.0928  0.4652  -0.021
C  2.6033  0.0536  0.7329  -0.062
C  2.2423  -0.9476  1.7905  -0.627
C  3.5652  -0.4524  -0.3460  -0.611
N  0.7622  -0.1304  -1.5998  -0.323
Cl  0.5996  1.7153  1.5303  -0.023
Cl  2.1167  2.1064  -0.9435  0.031
H  -4.3977  2.1979  1.1610  0.205
H  -3.9726  2.7002  -0.9530  0.223
H  -2.7764  0.6211  2.4021  0.205
H  -1.9227  1.3500  -2.1828  0.219
H  -1.1052  -0.6341  1.1704  0.221
H  3.0295  -1.0313  2.5735  0.222
H  2.3035  -1.8648  1.2513  0.223
H  1.3685  -0.7015  2.3053  0.226
H  4.5386  -0.3176  0.0579  0.215
H  3.5022  0.0748  -1.2492  0.239
H  3.3840  -1.5775  -0.4859  0.212

Forces on the atoms, in the same order (eV/Å):
-1.071 1.450 -2.629
0.300 0.283 -0.338
3.496 -2.440 1.356
-1.593 2.425 -1.206
-3.441 0.266 2.108
4.195 -3.106 -0.570
-2.489 1.515 0.074
-1.610 3.422 0.164
0.816 -2.466 -0.919
2.781 0.711 0.206
-0.764 -1.952 1.861
0.101 -1.412 -0.709
1.086 -0.149 -0.525
0.174 0.455 0.804
-0.502 0.133 1.024
0.136 -0.271 -1.031
-0.452 -0.395 1.637
-0.762 1.101 -1.713
0.950 -0.695 1.328
-0.237 0.170 -0.472
-0.758 -1.051 0.064
-1.613 -0.018 0.480
1.210 -0.132 0.197
-0.254 0.476 -1.175
0.302 1.680 -0.014


Please write out number 2 again, unchanged.
DFT (ωB97M-V/def2-TZVPD) results for a structure of composition C11H11CdN3OS2Se in a non-equilibrium geometry.

Summary:
Gap between HOMO and LUMO, eV: 8.267
Relative energy (zero: lowest compared OMol25 entry of this formula, charge and spin), eV: 0.085
2S+1: 1
HOMO, eV: -8.0

Each line ends with the natural charge from an NBO analysis.
Geometry (Å):
Cd  0.9844  -0.3281  -2.6345  1.579
S  -1.1618  0.4924  -3.6223  -0.326
C  -0.9614  1.4985  -2.2539  -0.099
N  0.1336  1.4436  -1.5307  -0.687
C  0.1186  2.3269  -0.4686  0.196
C  1.1482  2.5068  0.4523  -0.238
C  0.9822  3.4447  1.4530  -0.204
C  -0.1892  4.1990  1.5429  -0.220
C  -1.2176  4.0320  0.6314  -0.201
C  -1.0534  3.0900  -0.3738  -0.253
S  -2.1330  2.6562  -1.6816  0.409
H  2.0457  1.9064  0.3568  0.237
H  1.7715  3.6049  2.1755  0.221
H  -0.2963  4.9283  2.3352  0.217
H  -2.1285  4.6127  0.6975  0.221
C  -2.0881  -2.9281  0.1415  -0.417
N  -0.6862  -3.1600  0.4748  -0.398
C  -0.3076  -3.9931  1.6122  -0.412
C  0.2408  -2.5800  -0.2765  0.552
O  -0.0306  -1.8604  -1.2400  -0.744
H  -2.7185  -3.5360  0.7819  0.207
H  -2.2720  -3.1845  -0.9013  0.224
H  -2.3433  -1.8758  0.2725  0.219
H  -1.2010  -4.4154  2.0590  0.218
H  0.2143  -3.4112  2.3728  0.213
H  0.3382  -4.8133  1.2978  0.212
H  1.2772  -2.7781  0.0274  0.149
Se  4.8556  -0.4707  -0.0764  -0.170
C  3.7232  -0.6427  -1.3708  0.134
N  2.9551  -0.7650  -2.2540  -0.842

Forces on the atoms, in the same order (eV/Å):
-0.240 -0.228 -0.171
-0.014 -0.196 -0.340
-0.022 0.377 0.374
-0.285 0.260 0.081
-0.088 0.192 0.130
-0.022 -0.138 -0.097
0.036 -0.012 -0.009
-0.086 0.060 0.016
-0.056 -0.012 0.010
0.054 -0.126 -0.185
0.155 -0.045 0.068
0.042 0.069 0.085
0.007 -0.028 -0.010
0.005 -0.007 -0.008
0.037 0.034 0.032
0.020 0.112 -0.105
-0.179 -0.100 0.019
0.214 0.029 0.015
0.233 0.062 0.076
-0.181 -0.077 -0.021
0.023 -0.030 0.033
0.000 -0.006 0.018
-0.001 -0.014 0.015
-0.043 0.000 -0.018
-0.039 0.006 -0.002
-0.029 0.005 -0.003
0.004 -0.009 -0.020
0.699 0.093 0.840
-0.803 -0.120 -0.921
0.559 -0.149 0.098


Which formula does entry 1 have?
C11H11BCl3F7N3O4S


Repeat the second record exactly.
DFT (ωB97M-V/def2-TZVPD) results for a structure of composition C11H11CdN3OS2Se in a non-equilibrium geometry.

Summary:
Gap between HOMO and LUMO, eV: 8.267
Relative energy (zero: lowest compared OMol25 entry of this formula, charge and spin), eV: 0.085
2S+1: 1
HOMO, eV: -8.0

Each line ends with the natural charge from an NBO analysis.
Geometry (Å):
Cd  0.9844  -0.3281  -2.6345  1.579
S  -1.1618  0.4924  -3.6223  -0.326
C  -0.9614  1.4985  -2.2539  -0.099
N  0.1336  1.4436  -1.5307  -0.687
C  0.1186  2.3269  -0.4686  0.196
C  1.1482  2.5068  0.4523  -0.238
C  0.9822  3.4447  1.4530  -0.204
C  -0.1892  4.1990  1.5429  -0.220
C  -1.2176  4.0320  0.6314  -0.201
C  -1.0534  3.0900  -0.3738  -0.253
S  -2.1330  2.6562  -1.6816  0.409
H  2.0457  1.9064  0.3568  0.237
H  1.7715  3.6049  2.1755  0.221
H  -0.2963  4.9283  2.3352  0.217
H  -2.1285  4.6127  0.6975  0.221
C  -2.0881  -2.9281  0.1415  -0.417
N  -0.6862  -3.1600  0.4748  -0.398
C  -0.3076  -3.9931  1.6122  -0.412
C  0.2408  -2.5800  -0.2765  0.552
O  -0.0306  -1.8604  -1.2400  -0.744
H  -2.7185  -3.5360  0.7819  0.207
H  -2.2720  -3.1845  -0.9013  0.224
H  -2.3433  -1.8758  0.2725  0.219
H  -1.2010  -4.4154  2.0590  0.218
H  0.2143  -3.4112  2.3728  0.213
H  0.3382  -4.8133  1.2978  0.212
H  1.2772  -2.7781  0.0274  0.149
Se  4.8556  -0.4707  -0.0764  -0.170
C  3.7232  -0.6427  -1.3708  0.134
N  2.9551  -0.7650  -2.2540  -0.842

Forces on the atoms, in the same order (eV/Å):
-0.240 -0.228 -0.171
-0.014 -0.196 -0.340
-0.022 0.377 0.374
-0.285 0.260 0.081
-0.088 0.192 0.130
-0.022 -0.138 -0.097
0.036 -0.012 -0.009
-0.086 0.060 0.016
-0.056 -0.012 0.010
0.054 -0.126 -0.185
0.155 -0.045 0.068
0.042 0.069 0.085
0.007 -0.028 -0.010
0.005 -0.007 -0.008
0.037 0.034 0.032
0.020 0.112 -0.105
-0.179 -0.100 0.019
0.214 0.029 0.015
0.233 0.062 0.076
-0.181 -0.077 -0.021
0.023 -0.030 0.033
0.000 -0.006 0.018
-0.001 -0.014 0.015
-0.043 0.000 -0.018
-0.039 0.006 -0.002
-0.029 0.005 -0.003
0.004 -0.009 -0.020
0.699 0.093 0.840
-0.803 -0.120 -0.921
0.559 -0.149 0.098